The following is a DFT calculation (ωB97M-V/def2-TZVPD) of the molecule C2H3Cl2NO2 at a distorted geometry.

```
10
Properties=species:S:1:pos:R:3:forces:R:3:mulliken_charge:R:1
C 0.78833 0.03551 -0.89753 -4.214 -1.021 -2.123 -1.256
C -0.00914 0.46100 0.36879 0.422 0.474 -1.858 0.653
N -0.91974 -0.72031 0.84071 -0.180 1.675 0.916 0.819
O -1.47408 -1.31730 -0.03678 -0.180 -0.651 0.069 -0.500
O -1.08372 -0.78628 2.04048 -0.063 -0.656 -0.738 -0.511
Cl 1.06271 0.92657 1.64654 -0.072 0.180 0.143 -0.106
Cl -1.20562 1.84360 -0.04980 1.046 -1.409 0.480 -0.164
H 0.79058 0.73820 -1.74160 -0.245 0.314 0.736 0.335
H 1.74264 -0.27547 -0.78413 3.146 -0.576 1.322 0.406
H 0.30803 -0.90552 -1.38669 0.339 1.670 1.053 0.323
```
Positions in Å, forces in eV/Å.

Values from the calculation:
Energy relative to the best compared isomer or geometry (same formula, charge and spin)   385.75 kJ/mol
2S+1   1
HOMO level   -11.39 eV
LUMO   -0.58 eV
Frontier orbital gap   10.813 eV